Here is a structure of composition C12H30Cl2NOPPb from the OMol25 dataset. Energies are from ωB97M-V/def2-TZVPD.

Computed properties:
Spin multiplicity: 1
HOMO level (eV): -7.79
Energy relative to the best compared isomer or geometry (same formula, charge and spin) (kJ/mol): 9.3
LUMO energy (Eh): -0.004

CARTESIAN COORDINATES (ANGSTROEM)
Pb: -0.02669 0.03388 0.21586
Cl: 1.47504 -1.72692 1.14145
Cl: -2.01173 -0.65678 1.54160
H: 0.74006 2.31120 3.52613
H: 0.66894 1.64200 3.86135
P: 0.43099 0.09893 -2.49099
C: 2.08144 -0.45382 -3.12692
C: -0.79537 -0.79809 -3.52569
C: 0.39489 1.86173 -3.06165
C: 2.70236 -1.52735 -2.22614
H: 2.70284 0.45499 -3.04357
C: 2.10717 -0.91169 -4.58499
H: 1.53161 -1.82944 -4.73867
H: 3.14847 -1.12566 -4.85676
H: 1.73247 -0.17154 -5.29394
H: 2.76438 -1.21747 -1.17658
H: 3.72069 -1.72321 -2.59135
H: 2.14148 -2.47230 -2.24921
H: 1.39914 2.22159 -2.77295
C: -0.64495 2.72101 -2.32670
C: 0.26113 2.00829 -4.57686
H: 1.12660 1.61853 -5.11923
H: 0.18200 3.07620 -4.81600
H: -0.63392 1.51588 -4.97449
H: -0.52588 2.68591 -1.23410
H: -1.67751 2.43617 -2.57383
H: -0.49262 3.76371 -2.64229
C: -0.79242 -2.29884 -3.18970
H: -0.43593 -0.66934 -4.56294
C: -2.20805 -0.20848 -3.43093
H: 0.15738 -2.79953 -3.41722
H: -1.57571 -2.78526 -3.78812
H: -1.02020 -2.50786 -2.13166
H: -2.58667 -0.14546 -2.39964
H: -2.89045 -0.87215 -3.97925
H: -2.29510 0.78977 -3.87371
C: -0.57404 -1.46947 8.21403
N: -0.85511 -0.12729 7.72695
C: -1.62229 0.76931 8.58279
C: -0.39499 0.22675 6.49796
O: 0.26729 -0.52618 5.78309
H: -0.94156 -1.54869 9.23924
H: 0.49850 -1.68507 8.19210
H: -1.06950 -2.23862 7.60768
H: -1.09611 1.71190 8.76249
H: -2.59805 1.02952 8.16253
H: -1.79324 0.26815 9.53891
H: -0.67681 1.25112 6.18188

Forces on the atoms, in the same order (eV/Å):
0.55 1.31 2.04
0.09 -0.29 -0.23
-0.67 -0.42 -0.18
-0.04 -0.25 0.14
0.04 0.21 -0.14
-0.08 -0.60 -1.49
0.18 0.02 0.05
0.16 0.03 -0.51
0.07 0.00 0.22
0.24 -0.02 0.03
-0.14 -0.24 0.00
0.20 -0.09 -0.24
0.13 0.08 0.08
-0.18 -0.02 0.00
0.07 -0.12 0.13
-0.01 -0.07 -0.26
-0.21 -0.08 0.16
0.11 0.26 -0.03
-0.33 -0.02 -0.03
0.04 0.18 0.02
0.02 0.28 -0.25
-0.16 0.13 0.16
0.00 -0.16 -0.03
0.17 0.14 0.12
-0.05 -0.02 -0.32
0.32 0.08 0.08
-0.18 -0.21 0.14
-0.18 -0.17 0.05
-0.30 -0.18 0.27
-0.26 -0.14 0.07
-0.21 0.23 0.05
0.20 0.03 0.14
0.03 0.21 -0.25
0.19 -0.08 -0.16
0.07 0.18 0.11
0.10 -0.23 0.08
0.05 -0.29 -0.09
-0.01 0.00 0.06
-0.05 0.26 -0.19
0.48 -0.91 -0.40
-0.72 0.95 0.77
0.13 -0.03 -0.16
-0.13 0.10 -0.01
0.07 0.21 0.03
0.06 -0.14 0.06
0.01 -0.15 -0.05
0.06 0.23 -0.18
0.06 -0.17 0.16


Here is a structure of composition C12H30ClO2P2SiV from the OMol25 dataset. Energies are from ωB97M-V/def2-TZVPD.

Computed properties:
Charge: +2
Spin multiplicity: 3
HOMO level (spin up / spin down) (eV): -16.12 / -15.76
Energy relative to the best compared isomer or geometry (same formula, charge and spin) (kJ/mol): 49.0
LUMO energy (spin up / spin down) (Eh): -0.297 / -0.310

CARTESIAN COORDINATES (ANGSTROEM)
C: -4.91702 3.24890 0.69840
C: -3.91993 2.12030 0.58122
H: -5.74742 2.84265 1.28393
H: -5.28448 3.52519 -0.29718
H: -4.49236 4.11902 1.20970
O: -4.11841 0.95179 0.79952
Cl: -2.27604 2.68009 0.01485
V: -0.11875 0.16816 0.02170
P: -0.90630 -0.93062 -1.79919
C: -1.39040 -2.65436 -1.92943
C: -2.50530 -0.08162 -1.92411
H: -3.00250 -0.51872 -2.81123
H: -0.90723 -0.92066 -4.17789
H: -2.35065 0.99755 -2.06219
H: -0.07988 0.53416 -3.51507
H: -2.03871 -2.91884 -1.08477
H: -3.11440 -0.20692 -1.01604
C: -0.19822 -0.55611 -3.42173
H: -1.93275 -2.77832 -2.87894
H: 0.77672 -1.03594 -3.54285
H: -0.50690 -3.29802 -1.90888
P: 0.91658 0.84920 1.91072
C: 1.25535 -0.09617 3.39574
C: 2.36309 1.93299 1.78780
H: -0.67307 2.66354 1.64872
H: 0.08183 2.56929 3.28245
H: -1.26486 1.45634 2.80016
C: -0.36756 1.99292 2.46186
H: 2.17251 2.70950 1.02848
H: 2.49708 2.38690 2.77864
H: 1.58166 0.62546 4.16252
H: 2.03633 -0.83520 3.19914
H: 3.24882 1.35389 1.49679
H: 0.33990 -0.61447 3.71110
C: -0.47468 -1.45866 0.97570
O: -0.48207 -2.52813 1.50224
C: 2.84104 0.21327 -1.45577
Si: 1.90531 -1.05471 -0.38846
C: 2.02293 -2.70932 -1.37718
C: 3.18663 -1.60541 0.94737
H: 2.29038 0.42669 -2.37810
H: 3.80499 -0.23859 -1.72259
H: 3.03250 1.13053 -0.88907
H: 3.09928 -2.95743 -1.42750
H: 1.54699 -3.53818 -0.83013
H: 1.65203 -2.68552 -2.41232
H: 4.01219 -2.08775 0.39147
H: 3.63497 -0.80465 1.55381
H: 2.77078 -2.38400 1.60658

Forces on the atoms, in the same order (eV/Å):
0.17 -0.40 0.29
-1.70 -1.99 0.68
0.09 0.14 -0.15
0.22 0.02 0.15
0.00 -0.16 -0.28
1.01 2.42 -0.56
0.14 -0.05 -0.50
-2.14 2.52 -0.32
-0.40 -1.54 -2.47
0.01 -0.42 0.32
-0.31 0.52 0.30
0.10 0.27 0.47
0.27 0.14 0.10
-0.17 -0.34 -0.23
-0.01 -0.33 -0.14
0.06 -0.04 -0.25
0.06 -0.14 -0.39
0.23 0.32 -0.03
0.15 -0.04 0.34
-0.21 0.08 -0.10
-0.22 0.04 -0.08
2.11 0.46 2.08
-0.15 -0.41 0.18
0.02 0.14 -0.48
0.33 -0.01 0.66
-0.25 -0.10 -0.13
0.25 0.16 0.06
-0.56 0.29 -0.22
0.21 -0.16 0.35
0.13 0.00 -0.32
-0.14 -0.41 -0.16
-0.10 0.14 0.19
-0.20 0.26 0.17
0.29 0.12 0.11
0.14 -6.46 3.12
-0.17 5.55 -2.65
-0.78 0.25 0.27
3.01 -2.18 -0.47
-0.45 0.23 0.02
-0.39 0.29 0.16
0.28 0.23 0.07
-0.22 -0.02 0.12
0.06 0.03 -0.36
-0.46 0.26 0.02
0.07 0.18 -0.23
0.04 -0.11 0.34
-0.41 0.32 0.14
-0.17 -0.31 -0.08
0.15 0.27 -0.09


Here is a structure of composition C12H30F30K5O6P5 from the OMol25 dataset. Energies are from ωB97M-V/def2-TZVPD.

Computed properties:
Spin multiplicity: 1
HOMO level (eV): -10.25
Energy relative to the best compared isomer or geometry (same formula, charge and spin) (kJ/mol): 0.0
LUMO energy (Eh): -0.051

CARTESIAN COORDINATES (ANGSTROEM)
K: 15.67422 -2.63412 -2.95168
K: 22.89177 -0.41148 -3.58968
K: 19.47813 -0.81473 0.79101
K: 18.80619 -1.81589 -7.23553
K: 17.74128 1.93161 -3.41256
P: 17.44299 1.81414 -7.38362
F: 16.65501 0.46225 -7.02278
F: 18.56182 1.41176 -6.25033
F: 18.30471 0.98193 -8.50623
F: 18.23088 3.17902 -7.64924
F: 16.35876 2.18543 -8.51374
F: 16.55657 2.57536 -6.23805
P: 22.82709 0.45311 0.25448
F: 23.85754 -0.00914 1.40278
F: 23.28651 1.97858 0.37849
F: 23.91260 0.24773 -0.96229
F: 21.72248 0.89315 -0.85961
F: 22.50519 -1.14142 0.01069
F: 21.64726 0.66945 1.37058
P: 19.11375 -1.45844 -3.22513
F: 18.43560 -2.42784 -4.36721
F: 19.29260 -0.34969 -4.40462
F: 17.67558 -0.88884 -2.80488
F: 19.79764 -0.54214 -2.08339
F: 19.05586 -2.63148 -2.13317
F: 20.61126 -2.01602 -3.60717
P: 15.90484 -1.76921 0.80711
F: 15.13133 -1.28849 -0.54806
F: 14.68507 -1.15936 1.68157
F: 15.12155 -3.18089 0.66990
F: 16.71281 -2.24949 2.10089
F: 17.11946 -2.25250 -0.16451
F: 16.57730 -0.27853 0.87451
P: 14.07435 0.70877 -3.54724
F: 13.06637 0.81885 -4.76987
F: 13.60345 -0.85271 -3.32998
F: 15.25637 0.25339 -4.59792
F: 15.10174 0.38865 -2.28232
F: 14.58283 2.25069 -3.61039
F: 13.09846 1.23548 -2.38127
C: 26.57204 0.92435 -3.12789
O: 25.88400 -0.20727 -3.58946
C: 26.49884 -1.44950 -3.31484
C: 25.81124 -2.61810 -3.96190
O: 24.38480 -2.72684 -3.72508
C: 23.81898 -4.01214 -3.86694
H: 27.43946 1.28332 -3.69129
H: 26.86385 0.82164 -2.07864
H: 25.86797 1.75850 -3.14900
H: 26.72610 -1.63134 -2.25907
H: 27.49048 -1.38214 -3.78633
H: 26.19634 -3.58024 -3.61665
H: 25.92851 -2.60802 -5.04995
H: 24.40141 -4.78041 -3.34836
H: 23.74788 -4.28943 -4.92432
H: 22.84005 -3.94421 -3.39467
C: 21.37027 -6.49104 -9.14330
O: 22.31527 -6.10789 -8.14495
C: 22.05611 -4.84360 -7.58010
C: 20.95474 -4.87758 -6.49874
O: 19.68974 -4.98876 -7.17826
C: 18.72923 -5.57525 -6.30850
H: 21.95535 -6.99974 -9.91209
H: 20.79730 -5.67578 -9.57920
H: 20.64287 -7.21961 -8.77419
H: 21.69137 -4.11463 -8.31081
H: 22.95060 -4.42354 -7.11864
H: 20.93420 -3.87520 -6.03920
H: 21.13216 -5.64522 -5.74863
H: 18.45278 -4.79545 -5.58661
H: 19.06990 -6.46545 -5.76718
H: 17.85050 -5.99386 -6.80581
C: 15.42149 -9.73294 -2.35616
O: 14.88171 -8.48497 -2.78690
C: 15.53280 -7.91672 -3.91889
C: 16.90592 -7.39497 -3.54329
O: 16.76739 -6.15526 -2.87674
C: 18.00603 -5.51202 -2.50228
H: 15.90880 -10.22921 -3.19896
H: 14.61683 -10.37433 -2.00027
H: 16.09661 -9.52568 -1.52358
H: 14.82488 -7.19863 -4.32786
H: 15.62267 -8.70562 -4.67904
H: 17.56792 -7.35546 -4.42301
H: 17.47330 -8.07514 -2.89878
H: 17.52951 -4.83706 -1.80094
H: 18.37528 -4.97299 -3.37872
H: 18.75792 -6.21985 -2.15624

Forces on the atoms, in the same order (eV/Å):
-0.47 0.49 0.52
0.21 -0.02 0.63
-0.27 -0.05 -0.13
-0.37 0.54 0.14
-0.80 -0.17 -0.46
-1.47 1.27 -0.26
0.07 -0.92 -0.07
0.33 -0.17 0.23
0.38 -0.03 0.32
0.41 -0.30 -0.27
0.32 -0.19 0.33
0.51 -0.24 -0.01
1.19 0.00 0.12
-0.22 0.41 -0.50
-0.09 -0.13 0.23
0.28 0.25 -0.07
-0.22 -0.40 -0.38
-1.31 0.41 0.35
0.19 -0.64 -0.16
1.05 -0.95 0.62
-0.05 -0.11 0.22
-0.05 0.26 0.75
0.18 0.03 -0.44
-0.02 0.90 -0.54
-0.76 -0.25 -0.33
0.08 0.08 -0.61
-3.06 1.42 -0.37
0.20 -0.43 0.05
0.56 -0.65 0.14
0.90 -0.08 0.20
0.24 -0.03 -0.12
0.70 -0.54 0.04
1.09 -0.18 0.10
0.26 0.03 2.06
-0.05 0.58 0.54
-0.09 -0.19 -0.53
0.01 -0.10 0.53
1.25 0.53 -1.11
0.67 -0.27 -0.91
-1.32 -0.57 -0.91
-0.19 1.04 0.92
-0.87 -0.57 -0.31
1.24 0.32 -0.22
-1.41 -1.16 -0.74
0.38 1.20 0.51
0.26 0.11 0.04
0.07 -0.74 -0.37
0.04 -0.19 -0.02
-0.10 -0.12 -0.02
-0.63 0.31 0.20
0.08 -0.44 0.00
0.68 0.27 0.16
0.22 0.21 -0.04
0.05 0.08 0.03
-0.12 -0.07 0.04
-0.10 -0.19 -0.21
0.32 -0.90 -0.22
-0.33 0.89 -0.03
-0.97 -0.22 0.90
0.19 1.23 -1.29
0.07 -1.15 0.39
-0.42 0.04 0.46
-0.14 0.13 -0.12
0.24 0.30 0.06
0.06 0.11 0.27
0.21 -0.07 -0.37
0.25 -0.33 -0.15
0.32 -0.24 0.49
-0.18 -0.16 -0.04
-0.34 -0.40 0.15
0.66 0.32 0.03
0.06 0.74 -0.57
-0.16 0.75 -0.09
-0.40 -0.08 -0.26
-0.08 -1.35 0.73
0.35 0.46 -0.23
0.39 -0.51 -0.60
-2.03 -0.16 -0.94
0.24 -0.14 0.18
-0.12 0.14 -0.01
0.27 -0.40 -0.11
0.38 0.48 0.14
0.24 0.07 -0.07
-0.28 0.51 -0.25
-0.44 -0.34 0.23
1.36 0.41 0.72
0.31 0.08 0.18
-0.08 0.13 0.49


Here is a cluster of 8 separate species, C12H30F9N2O14S4 in total from the OMol25 dataset. Energies are from ωB97M-V/def2-TZVPD.

Computed properties:
Charge: -3
Spin multiplicity: 1
HOMO level (eV): 2.35
LUMO energy (Eh): 0.195

CARTESIAN COORDINATES (ANGSTROEM)
N: 3.63972 13.83178 2.17295
H: 3.33402 14.79348 2.13074
H: 3.83804 13.42844 1.26847
H: 3.04998 13.30297 2.79958
H: 4.52844 13.82692 2.65281
N: 2.22659 11.05002 -0.60835
H: 2.47194 10.35028 -1.29413
H: 1.81113 10.68002 0.23460
H: 1.51671 11.63641 -1.02346
H: 3.05602 11.61184 -0.47983
C: 3.28279 10.24312 4.07393
F: 4.29768 10.56019 3.30959
F: 3.13485 8.98055 3.95969
F: 3.55431 10.65293 5.35812
S: 1.71521 11.09103 3.48939
O: 1.51289 10.74907 2.06840
O: 0.69809 10.65462 4.44491
O: 2.03210 12.52884 3.67072
C: 1.29972 6.52221 -2.27667
F: 1.94671 6.21101 -1.17536
F: 1.97425 5.99055 -3.31081
F: 0.06000 5.97766 -2.18866
S: 1.21073 8.47392 -2.41600
O: 0.61412 8.64502 -3.76500
O: 0.37899 8.94197 -1.32831
O: 2.63864 8.87294 -2.26260
C: -0.68031 14.36705 -3.62255
F: 0.61654 14.48479 -4.03710
F: -0.89886 15.39054 -2.76479
F: -1.47898 14.45693 -4.70923
S: -0.96156 12.63568 -2.71354
O: -2.28414 12.72292 -2.04008
O: -0.99955 11.59014 -3.72219
O: 0.09218 12.56322 -1.77593
C: 2.65267 11.76274 -4.50003
C: 2.45679 12.20351 -5.92763
C: 3.74319 12.30118 -6.77987
O: 1.41642 11.49540 -6.65261
H: 3.23339 10.84271 -4.43372
H: 1.75717 11.60723 -3.89838
H: 3.21271 12.51943 -3.95061
H: 2.16165 13.24455 -5.79636
H: 3.57416 12.78050 -7.74413
H: 4.00751 11.28871 -7.08505
H: 4.51479 12.75864 -6.16064
C: 6.32384 11.84839 0.50642
C: 5.56155 12.39601 -0.66652
C: 5.58507 11.39096 -1.85669
O: 4.29446 12.60909 -0.12685
H: 7.35675 11.59850 0.26403
H: 5.91341 10.88791 0.81805
H: 6.18142 12.36848 1.45369
H: 6.07536 13.32090 -0.92859
H: 5.22165 10.44068 -1.46554
H: 6.62327 11.23412 -2.14934
H: 5.07611 11.56203 -2.80527
O: -2.18531 10.66391 3.81598
S: -2.81218 10.89583 2.49993
O: -3.79469 10.03532 1.87898
O: -3.30045 12.43522 2.64105
C: -4.05526 12.97831 1.58324
C: -3.29685 14.08088 0.83640
C: -1.44846 11.28416 1.31931
H: -4.90245 13.47368 2.05754
H: -4.52927 12.24700 0.92856
H: -3.13074 14.92564 1.50488
H: -3.82402 14.44153 -0.04685
H: -2.36501 13.75960 0.37104
H: -0.86489 12.05004 1.83017
H: -1.78371 11.72707 0.38147
H: -0.99283 10.30311 1.18500

Forces on the atoms, in the same order (eV/Å):
1.37 2.05 1.47
-0.23 0.10 -0.28
0.40 -1.42 -2.84
-1.64 -1.16 0.46
0.50 0.14 -0.01
-1.08 0.06 -0.45
-0.13 -1.03 -0.34
0.36 -0.38 0.17
-0.59 0.38 -0.58
1.36 1.10 0.83
-1.45 2.54 -0.09
1.40 0.93 -0.50
-0.30 -2.71 0.87
-0.01 -0.80 -0.82
-2.02 0.52 -0.09
0.72 0.00 2.44
1.46 -0.01 -1.12
0.20 -0.67 0.26
-0.56 2.48 -0.38
0.60 -0.75 1.07
-0.47 -0.21 0.13
0.58 -0.10 -0.38
-0.43 0.19 -3.21
1.46 -0.72 2.63
0.14 -0.60 0.41
-1.34 -0.88 -0.23
0.89 -1.96 0.19
-1.32 -0.01 0.30
-0.32 -0.02 -0.54
0.40 0.49 0.86
-4.06 -1.85 -1.98
0.96 1.25 -0.39
0.61 1.72 0.33
2.50 0.67 1.75
0.92 -0.65 0.58
-3.07 -0.81 -2.42
-0.39 -0.95 0.54
2.33 1.21 1.15
0.04 -0.36 -0.01
-0.38 -0.02 -0.63
0.37 0.33 0.13
-0.35 0.91 -0.17
-0.18 0.59 0.25
0.34 -0.34 0.33
0.57 0.23 -0.27
0.83 -1.83 0.37
-1.35 -0.24 0.63
0.58 -0.12 0.67
-0.44 0.88 -0.26
0.55 0.41 0.29
-0.37 -0.39 -0.44
0.47 0.87 -0.27
0.00 0.57 -0.55
-0.10 -0.17 -0.07
0.35 -0.13 0.06
-0.46 0.69 0.42
-1.98 -0.24 -2.34
3.30 1.32 0.28
0.22 0.61 1.02
-0.56 -1.02 0.60
-0.95 1.55 -0.86
0.22 -0.27 -0.33
-1.05 -0.78 0.81
-0.19 0.01 0.21
0.60 -0.36 -0.06
0.17 -0.01 0.04
-0.50 -0.08 0.16
0.12 -0.15 0.35
0.25 -0.56 0.15
-0.42 -0.47 -0.10
0.54 0.41 -0.23


Number 1: M 513.5 g mol⁻¹. Number 2: M 382.8 g mol⁻¹. Number 3: M 1190.7 g mol⁻¹. Number 4: M 725.6 g mol⁻¹.